Computed, not measured: a molecular structure, C18H21BrCaI2N5O4S2, with wB97M-V/def2-TZVPD.

net charge = +1
LUMO = -3.9 eV

Each line ends with the Löwdin charge.
Positions of all 54 atoms, in Å:
Ca1 0.397 -0.066 0.583  1.17
C1 5.836 0.336 -1.716  -0.03
C2 4.582 -0.478 -1.594  -0.23
C3 4.299 -1.552 -2.436  0.01
C4 3.111 -2.249 -2.323  -0.07
C5 2.236 -1.823 -1.340  -0.71
Br1 0.536 -2.691 -1.123  0.79
N1 2.474 -0.838 -0.507  -0.07
C6 3.629 -0.167 -0.639  -0.06
H1 6.725 -0.293 -1.742  0.09
H2 5.933 1.025 -0.878  0.08
H3 5.817 0.928 -2.632  0.10
H4 5.009 -1.847 -3.200  0.13
H5 2.869 -3.073 -2.978  0.11
H6 3.775 0.662 0.044  0.13
C7 -3.335 -1.283 3.468  0.01
O1 -2.061 -1.915 3.762  0.01
C8 -1.095 -1.675 2.906  -0.58
O2 -1.210 -0.974 1.905  -0.14
N2 0.065 -2.288 3.229  0.03
N3 1.166 -2.069 2.388  0.02
H7 -3.983 -1.579 4.284  0.10
H8 -3.707 -1.646 2.514  0.10
H9 -3.206 -0.204 3.438  0.09
H10 0.120 -2.887 4.035  0.17
H11 1.424 -2.940 1.940  0.09
H12 1.938 -1.729 2.951  0.08
O3 2.086 5.322 0.052  0.04
C9 1.569 5.024 -1.155  -0.27
C10 1.617 6.016 -2.135  -0.01
C11 1.080 5.781 -3.382  -0.08
C12 0.485 4.559 -3.691  -0.09
C13 0.446 3.576 -2.725  -0.03
C14 0.986 3.783 -1.449  -0.08
C15 0.915 2.672 -0.469  -0.48
O4 0.433 1.555 -0.866  -0.31
N4 1.368 2.943 0.742  -0.01
N5 1.266 1.872 1.660  -0.18
C16 1.651 2.215 2.829  -0.93
S1 2.161 3.807 3.292  1.00
C17 2.683 3.331 4.957  -0.51
C18 1.778 2.212 5.449  -0.51
S2 1.667 1.001 4.112  0.90
H13 1.915 4.552 0.632  0.02
H14 2.072 6.966 -1.888  0.12
H15 1.119 6.566 -4.128  0.11
H16 0.062 4.386 -4.671  0.10
H17 0.000 2.612 -2.924  0.10
H18 2.596 4.208 5.598  0.09
H19 3.725 3.013 4.943  0.08
H20 0.785 2.591 5.685  0.08
H21 2.192 1.708 6.321  0.08
I1 -2.954 1.967 0.337  0.17
I2 -2.771 0.207 -1.639  0.15

=====

Computed, not measured: a molecular structure, C18H21Cl4N3O10P2SV, with wB97M-V/def2-TZVPD.

net charge = -2
LUMO (spin up / spin down) = 4.5 / 4.5 eV
<S²> = 3.756
spin multiplicity = 4

Each line ends with the Löwdin spin population.
Positions of all 60 atoms, in Å:
V1 -1.284 -1.084 -0.672  2.77
N1 -1.731 2.955 1.228  0.00
C1 -2.544 2.427 0.062  0.00
C2 -3.453 3.533 -0.445  0.00
P1 -1.152 2.078 -1.137  0.00
O1 -1.808 1.741 -2.541  0.00
O2 -0.413 3.377 -1.115  0.00
O3 -0.467 0.857 -0.600  0.03
P2 -3.416 0.892 0.666  0.00
O4 -5.000 1.276 0.606  0.00
O5 -3.002 0.760 2.085  0.00
O6 -3.221 -0.135 -0.408  0.04
H1 -2.295 3.528 1.850  0.00
H2 -0.943 3.491 0.829  0.00
H3 -1.363 2.172 1.787  0.00
H4 -2.861 4.396 -0.762  0.00
H5 -4.182 3.832 0.313  0.00
H6 -4.004 3.166 -1.310  0.00
H7 -1.610 0.789 -2.770  0.00
H8 -5.374 0.783 -0.134  0.00
S1 -2.164 -3.543 -0.450  0.01
C3 -1.640 -3.181 1.148  0.02
C4 -1.572 -4.118 2.202  0.00
C5 -1.131 -3.722 3.442  0.01
C6 -0.766 -2.391 3.656  0.00
C7 -0.863 -1.525 2.586  0.01
N2 -1.266 -1.898 1.372  0.01
H9 -1.867 -5.139 2.001  0.00
H10 -1.073 -4.442 4.252  0.00
H11 -0.426 -2.033 4.617  0.00
H12 -0.640 -0.473 2.707  0.00
Cl1 4.125 -2.627 -4.630  0.00
C8 2.575 -2.053 -4.083  0.00
C9 1.690 -1.481 -4.969  0.00
Cl2 2.110 -1.304 -6.649  0.00
C10 0.437 -1.042 -4.504  0.00
Cl3 -0.711 -0.340 -5.610  0.00
C11 0.048 -1.153 -3.172  0.01
O7 -1.131 -0.802 -2.741  0.03
C12 1.004 -1.700 -2.221  0.01
O8 0.690 -1.752 -0.968  0.02
C13 2.220 -2.165 -2.728  0.00
Cl4 3.303 -2.945 -1.603  0.00
O9 2.039 0.313 3.511  0.00
C14 1.439 0.992 2.541  0.00
O10 0.669 1.907 2.763  0.00
C15 1.811 0.516 1.147  0.00
N3 2.792 -0.585 1.233  0.00
C16 4.017 -0.157 0.527  0.00
C17 3.960 1.365 0.566  0.00
C18 2.473 1.628 0.330  0.00
H13 0.899 0.180 0.662  0.00
H14 2.386 -1.398 0.772  0.00
H15 2.567 -0.360 2.987  0.00
H16 3.998 -0.499 -0.509  0.00
H17 4.908 -0.574 1.003  0.00
H18 4.607 1.823 -0.182  0.00
H19 4.263 1.733 1.553  0.00
H20 2.211 1.494 -0.720  0.00
H21 2.133 2.619 0.627  0.00

=====

Computed, not measured: a single C18H21ClN2O5S2 molecule, with wB97M-V/def2-TZVPD.

LUMO = 0.3 eV
SMILES = COc1ccc(NS(=O)(=O)c2cccc(Cl)c2)cc1S(=O)(=O)N1CCCCC1

Each line ends with the Löwdin charge.
Positions of all 49 atoms, in Å:
C1 0.135 -2.020 3.335  -0.06
H1 -0.523 -1.765 4.164  0.10
H2 -0.126 -3.013 2.958  0.10
H3 1.174 -2.020 3.681  0.10
O1 -0.086 -1.023 2.362  -0.11
C2 0.515 -1.142 1.156  -0.26
C3 0.140 -0.230 0.169  -0.15
C4 0.734 -0.234 -1.071  -0.02
C5 1.670 -1.210 -1.406  -0.30
C6 2.041 -2.132 -0.432  0.00
C7 1.491 -2.085 0.837  0.00
H4 1.815 -2.807 1.570  0.11
H5 2.770 -2.894 -0.666  0.12
N1 2.160 -1.259 -2.704  -0.04
S1 1.094 -0.976 -3.999  0.68
O2 0.842 0.423 -4.098  -0.26
O3 1.704 -1.654 -5.103  -0.29
C8 -0.364 -1.851 -3.437  -0.27
C9 -1.405 -1.154 -2.859  -0.09
C10 -2.426 -1.871 -2.245  -0.63
C11 -2.413 -3.262 -2.259  -0.08
C12 -1.378 -3.937 -2.886  -0.06
C13 -0.334 -3.232 -3.463  -0.06
H6 0.493 -3.731 -3.944  0.11
H7 -1.379 -5.016 -2.909  0.11
H8 -3.213 -3.803 -1.782  0.11
Cl1 -3.661 -1.017 -1.418  0.76
H9 -1.423 -0.076 -2.868  0.10
H10 2.799 -2.014 -2.903  0.12
H11 0.452 0.513 -1.793  0.10
S2 -1.236 0.913 0.407  0.66
O4 -2.255 0.279 1.186  -0.28
O5 -1.591 1.388 -0.898  -0.30
N2 -0.665 2.209 1.257  -0.23
C14 0.334 3.005 0.584  -0.21
C15 0.373 4.397 1.210  -0.17
C16 0.640 4.287 2.710  -0.20
C17 -0.413 3.388 3.354  -0.17
C18 -0.412 2.025 2.666  -0.21
H12 -1.203 1.378 3.045  0.12
H13 0.559 1.531 2.826  0.13
H14 -0.210 3.260 4.418  0.11
H15 -1.398 3.840 3.240  0.12
H16 0.620 5.277 3.168  0.11
H17 1.633 3.859 2.873  0.11
H18 -0.590 4.881 1.048  0.12
H19 1.147 4.992 0.724  0.11
H20 0.046 3.054 -0.467  0.12
H21 1.326 2.530 0.661  0.13

=====

Computed, not measured: a molecular structure, C18H21EuF3N5O4S7Se, with wB97M-V/def2-TZVPD.

net charge = -1
LUMO (spin up / spin down) = 1.9 / 1.9 eV
<S²> = 15.760
spin multiplicity = 8

Each line ends with the Löwdin spin population.
Positions of all 60 atoms, in Å:
Eu1 -0.512 0.726 1.298  7.04
S1 -3.227 0.084 2.488  -0.01
C1 -2.455 -1.401 2.554  0.00
N1 -1.274 -1.696 2.062  -0.01
C2 -0.910 -3.024 2.254  0.00
C3 0.320 -3.590 1.932  0.00
C4 0.520 -4.924 2.230  0.00
C5 -0.492 -5.651 2.840  0.00
C6 -1.703 -5.095 3.208  0.00
C7 -1.902 -3.777 2.923  0.00
S2 -3.240 -2.776 3.371  0.00
H1 1.049 -2.990 1.427  0.00
H2 1.482 -5.346 2.013  0.00
H3 -0.322 -6.700 3.039  0.00
H4 -2.445 -5.696 3.737  0.00
O1 -4.571 6.002 -0.825  0.00
C8 -3.726 5.187 -0.581  0.00
S3 -2.441 5.374 0.597  0.00
C9 -1.606 3.872 0.327  0.00
C10 -2.181 3.035 -0.573  0.00
S4 -1.729 1.451 -1.211  -0.01
S5 -3.672 3.572 -1.316  0.00
S6 -0.158 3.818 1.328  -0.01
C11 0.488 0.146 -3.979  0.00
N2 -0.322 -0.923 -3.466  0.00
C12 -1.380 -1.489 -4.163  0.00
C13 -1.934 -2.404 -3.352  0.00
N3 -1.199 -2.399 -2.172  0.00
C14 -1.533 -3.206 -1.006  0.00
C15 -0.204 -1.476 -2.219  0.00
Se1 1.098 -1.042 -0.967  0.00
H5 0.401 0.170 -5.067  0.00
H6 1.534 0.006 -3.736  0.00
H7 0.152 1.099 -3.574  0.00
H8 -1.670 -1.123 -5.127  0.00
H9 -2.772 -3.053 -3.465  0.00
H10 -2.150 -4.035 -1.349  0.00
H11 -2.045 -2.580 -0.257  0.00
H12 -0.611 -3.566 -0.562  0.00
N4 3.196 4.403 -2.782  0.00
C16 3.276 3.758 -1.463  0.00
C17 2.257 2.635 -1.378  0.00
N5 0.899 3.208 -1.485  0.00
H13 3.380 5.380 -2.754  0.00
H14 0.875 3.876 -2.254  0.00
H15 3.812 3.974 -3.485  0.00
H16 2.992 4.496 -0.716  0.00
H17 4.260 3.356 -1.237  0.00
H18 2.325 2.109 -0.421  0.00
H19 2.410 1.916 -2.173  0.00
H20 0.156 2.513 -1.638  0.00
H21 0.616 3.652 -0.548  0.00
F1 2.883 -1.646 3.583  0.00
C18 2.081 -0.807 4.274  0.00
F2 2.377 -0.999 5.570  0.00
F3 0.808 -1.152 4.077  0.00
S7 2.164 0.950 3.639  0.00
O2 2.401 0.877 2.195  0.00
O3 3.303 1.353 4.420  0.00
O4 0.871 1.564 3.913  0.00

=====

The records above yield relative energy (zero: lowest compared OMol25 entry of this formula, charge and spin) values of 1.3 0.0 3.8 0.0 kJ/mol, respectively.
The records above yield maximum force values of 0.92 0.66 1.09 1.11 eV Å⁻¹, respectively.